No. 1
Formula: C21H35BeClGaKLi2N3O8PS2
Source: OMol25
Level of theory: ωB97M-V/def2-TZVPD

XYZ file:
```
76
C21H35BeClGaKLi2N3O8PS2 | OMol25 | ωB97M-V/def2-TZVPD
N 5.8923 -0.4482 -0.4052
C 5.6035 0.8230 -1.2282
O 6.1848 0.8875 -2.4475
C 4.6730 2.0338 -0.6225
C 3.2617 2.2823 -1.4337
Ga 1.6809 1.1543 -0.6112
Cl 1.8291 1.3732 1.6840
P 2.1211 -1.0780 -1.3247
S 2.2377 -1.0032 -3.3037
H 6.9262 -0.5261 -0.2047
H 5.3332 -0.4449 0.4818
H 4.4783 1.8087 0.5196
H 5.3080 3.0315 -0.7391
H 2.8924 3.3934 -1.4454
H 3.3993 1.8525 -2.5180
H 0.2574 1.6992 -1.1692
H 3.4311 -1.4483 -0.8194
H 1.1397 -2.0204 -0.8518
Li 4.2574 2.7974 -3.6587
Li 1.2574 3.1764 3.3677
O -4.0636 -1.6615 -0.1126
C -3.4468 -2.4999 -0.7639
O -2.7335 -3.4633 -0.1393
C -2.1292 -4.5913 -0.7994
C -0.7660 -4.2287 -1.3521
C -3.3960 -2.4170 -2.2618
H -2.7974 -5.0067 -1.5595
H -2.0107 -5.3687 -0.0357
H -0.8335 -3.4431 -2.1101
H -0.2871 -5.1032 -1.8028
H -0.1198 -3.8440 -0.5561
H -2.6199 -1.7079 -2.5564
H -4.3680 -2.0605 -2.6217
H -3.2252 -3.3747 -2.7514
C -4.5523 1.0790 4.8076
C -3.3852 0.6027 4.2111
C -2.2019 1.3341 4.3100
C -2.1836 2.5381 5.0145
C -3.3499 3.0125 5.6142
C -4.5353 2.2857 5.5074
H -5.4751 0.5104 4.7274
H -3.3980 -0.3390 3.6680
H -1.2943 0.9660 3.8394
H -1.2604 3.1058 5.0958
H -3.3350 3.9501 6.1646
H -5.4450 2.6583 5.9700
O 1.5153 -6.3495 -0.7915
S 1.8250 -7.3202 -1.8572
O 3.2791 -7.3373 -2.0990
O 1.1256 -6.9308 -3.0951
O 1.3798 -8.6632 -1.4428
C 4.8138 5.6202 -7.3744
C 3.4954 5.5214 -6.6595
O 3.4103 5.1224 -5.5002
N 2.3680 5.8902 -7.3322
C 2.2513 6.3809 -8.6845
H 5.6155 5.2912 -6.7065
H 4.8121 4.9734 -8.2558
H 5.0082 6.6569 -7.6618
H 1.5230 5.7941 -6.7810
H 1.7901 7.3708 -8.6464
H 1.5957 5.7019 -9.2352
H 3.2160 6.4465 -9.1889
K -5.6751 -2.4168 -1.3832
Be 2.5249 1.0395 -5.0847
N -5.6862 -2.3573 7.7518
C -5.0345 -1.3214 7.1795
C -3.6540 -1.2109 7.1322
C -2.8928 -2.2215 7.7100
C -3.5350 -3.3004 8.3087
C -4.9204 -3.3239 8.3028
H -5.6723 -0.5569 6.7454
H -3.1839 -0.3575 6.6569
H -1.8081 -2.1690 7.6936
H -2.9703 -4.1038 8.7681
H -5.4681 -4.1465 8.7542
```

Results
Highest occupied orbital energy ... -11.30 eV
Net charge ... +2
Spin multiplicity ... 1
Kohn-Sham gap ... 1.8 eV
Energy relative to the best compared isomer or geometry (same formula, charge and spin) ... 378.4 kJ/mol
Lowest unoccupied orbital energy ... -9.5297 eV



No. 2
Formula: C21H35Cl4MgO13
Source: OMol25
Level of theory: ωB97M-V/def2-TZVPD

XYZ file:
```
74
C21H35Cl4MgO13 | OMol25 | ωB97M-V/def2-TZVPD
Mg -7.9904 -10.0579 7.8171
C -5.3531 -11.2564 6.2930
O -6.4142 -10.5227 6.7239
H -5.6534 -12.0752 5.6393
H -4.6004 -10.6242 5.8220
H -4.8299 -11.6627 7.1586
C 0.5848 -10.3082 4.4020
C -0.6230 -9.3658 4.4515
C -1.9481 -9.8578 5.0173
O -2.2352 -8.8741 5.9476
C -1.4041 -7.8601 5.8779
O -1.4696 -6.8417 6.5122
O -0.3988 -8.2094 5.1175
H 0.8460 -10.7546 5.3615
H 1.4507 -9.7759 4.0085
H 0.4807 -11.0983 3.6583
H -0.8666 -9.0944 3.4243
H -1.8680 -10.7743 5.6018
H -2.7852 -9.8651 4.3192
C -5.0578 -7.6566 4.4142
C -5.9728 -8.6702 3.6502
C -7.4813 -8.6087 3.8472
O -8.0034 -8.4833 2.5469
C -6.9919 -8.3445 1.6213
O -7.0897 -8.2452 0.4158
O -5.8212 -8.2691 2.3137
H -5.5181 -6.6831 4.2448
H -4.0388 -7.6649 4.0274
H -4.8980 -7.7569 5.4877
H -5.6796 -9.7176 3.7217
H -7.7970 -7.6915 4.3442
H -7.9236 -9.4604 4.3640
C -3.3562 -13.7099 9.3699
C -4.8413 -13.7469 9.5855
C -5.6322 -14.4781 8.5345
O -6.5572 -15.1608 9.2835
C -6.2663 -15.1923 10.5258
O -6.8163 -15.8398 11.4172
O -5.2310 -14.4605 10.7285
H -2.7924 -13.2998 10.2078
H -3.2382 -13.0580 8.5044
H -2.9717 -14.7201 9.2292
H -5.2947 -12.7778 9.7936
H -5.0166 -15.1570 7.9444
H -6.0343 -13.7407 7.8397
C -8.5539 -4.5466 6.6305
C -7.1069 -5.0414 6.7764
C -6.5297 -4.7552 8.1727
O -6.3628 -5.9814 8.7888
C -6.8232 -6.8983 8.0101
O -6.8757 -8.0975 8.3970
O -7.1140 -6.4289 6.7508
H -8.5757 -3.5004 6.9356
H -9.2535 -5.0897 7.2658
H -8.8506 -4.3959 5.5925
H -6.5752 -4.6376 5.9148
H -7.1291 -4.0534 8.7526
H -5.5011 -4.3954 8.1476
Cl -2.8162 -10.5233 9.6046
C -3.7658 -9.0321 9.0569
C -3.0160 -7.6539 9.1791
Cl -2.5398 -7.4913 10.9383
H -4.7649 -9.0420 9.4925
H -3.9510 -9.1777 7.9926
H -3.6297 -6.7786 8.9662
H -2.1099 -7.6668 8.5734
Cl -7.6407 -15.3609 5.8536
C -8.2586 -13.7111 5.7654
C -9.7649 -13.6885 5.4271
Cl -10.1083 -14.2823 3.7974
H -7.6018 -13.2402 5.0340
H -8.0281 -13.2294 6.7157
H -10.1440 -12.6698 5.5080
H -10.3495 -14.1609 6.2165
```

Results
Highest occupied orbital energy (alpha / beta) ... -14.56 / -14.56 eV
Net charge ... +2
Spin multiplicity ... 2
Kohn-Sham gap (alpha / beta) ... 5.5 / 2.5 eV
Lowest unoccupied orbital energy (alpha / beta) ... -9.0976 / -12.0892 eV



No. 3
Formula: C21H35ClF3N2O5PS2
Source: OMol25
Level of theory: ωB97M-V/def2-TZVPD

XYZ file:
```
70
C21H35ClF3N2O5PS2 | OMol25 | ωB97M-V/def2-TZVPD
C 2.0862 -4.2642 -2.3033
C 1.3671 -3.6658 -1.0071
C 1.2151 -2.0816 -1.1303
Cl 2.3949 -1.1971 -0.0506
C -0.2653 -1.6178 -0.9557
C -0.8547 -0.5592 -1.7648
P 0.1283 0.3637 -3.0839
S 1.2311 1.7110 -2.1845
C -2.3238 -0.1059 -1.6495
C -3.1517 -0.7769 -0.6787
C -4.6857 -0.3988 -0.5342
C -5.4965 -1.6832 -0.9956
O -5.3595 -1.9779 -2.3946
C -4.4995 -3.0796 -2.6430
C -5.1719 -4.4881 -2.4854
F -4.1728 -5.4400 -2.7364
F -6.1774 -4.7212 -3.3917
F -5.6518 -4.7678 -1.2253
C -2.6254 -1.8495 0.2292
N -3.2389 -2.5547 1.2102
S -2.2100 -3.6726 1.9137
N -0.8874 -3.2643 0.9587
C -1.1569 -2.2663 0.0770
H 3.1238 -3.8405 -2.4320
H 2.1762 -5.3726 -2.1223
H 1.4468 -4.1101 -3.2240
H 1.9716 -3.9327 -0.1011
H 0.3722 -4.1900 -0.9527
H 1.4986 -1.8409 -2.1970
H -0.7986 1.0273 -3.9617
H 0.9689 -0.5064 -3.8340
H -2.7509 0.6911 -2.3033
H -4.9097 0.5194 -1.1366
H -4.8924 -0.1531 0.5500
H -6.5909 -1.4903 -0.8050
H -5.1921 -2.5180 -0.3089
H -3.5520 -3.0919 -2.0404
H -4.1834 -2.9995 -3.7271
C 2.9930 4.9164 -2.8945
O 3.2526 4.8329 -1.5011
C 4.6332 4.6487 -1.2113
C 5.2912 5.9532 -0.7865
O 5.3223 6.8948 -1.8535
C 4.2982 7.8714 -1.7474
H 1.9827 5.3027 -3.0310
H 3.6937 5.5842 -3.4026
H 3.0566 3.9170 -3.3346
H 5.1529 4.2107 -2.0716
H 4.6945 3.9362 -0.3828
H 6.3305 5.7478 -0.5104
H 4.7900 6.3748 0.0909
H 4.5621 8.6046 -0.9780
H 3.3303 7.4239 -1.5100
H 4.2175 8.3840 -2.7067
C 0.8893 0.7351 6.4061
O 1.0594 -0.6744 6.4004
C -0.1788 -1.3754 6.3775
C -0.5101 -1.8731 4.9783
O -0.7499 -0.7939 4.0828
C 0.3714 -0.5129 3.2538
H 1.8491 1.1950 6.1706
H 0.1548 1.0612 5.6656
H 0.5715 1.0588 7.4021
H -0.9862 -0.7457 6.7697
H -0.0710 -2.2377 7.0429
H -1.4330 -2.4611 5.0250
H 0.2827 -2.5259 4.5980
H 0.4471 -1.2657 2.4629
H 1.3034 -0.4856 3.8231
H 0.2172 0.4640 2.7939
```

Results
Highest occupied orbital energy ... -8.60 eV
Spin multiplicity ... 1
SMILES ... CC[C@H](Cl)c1c([PH2]=S)cc(CCOCC(F)(F)F)c2nsnc12.COCCOC.COCCOC
Kohn-Sham gap ... 7.0 eV
Lowest unoccupied orbital energy ... -1.6052 eV



No. 4
Formula: C21H35F12IN2O8S2
Source: OMol25
Level of theory: ωB97M-V/def2-TZVPD

XYZ file:
```
81
C21H35F12IN2O8S2 | OMol25 | ωB97M-V/def2-TZVPD
C 3.1166 3.6728 1.1657
C 2.8355 2.2551 1.6368
C 1.4876 2.1807 2.4033
C 1.5440 2.4399 3.9114
C 1.9047 3.8298 4.3546
F 3.1637 4.1814 4.0591
F 1.1042 4.7571 3.7880
F 1.7663 3.9480 5.6789
O 3.8956 1.7803 2.5011
S 3.9437 0.2015 2.5423
O 5.2867 -0.2048 2.4333
O 3.0966 -0.3222 3.5524
O 3.1411 -0.0270 1.1590
C 2.8757 1.1968 0.4698
C 1.5175 1.1058 -0.2505
C 1.3083 0.6051 -1.6969
C 0.3511 1.4886 -2.5051
I 1.2166 2.5978 -4.1069
S 4.3412 1.5821 -0.6282
O 3.8152 2.2851 -1.7552
O 5.4086 2.1145 0.1550
C 5.0411 -0.0588 -1.2375
F 4.1346 -0.6769 -2.0030
F 5.3435 -0.8497 -0.2088
C 6.3507 0.2053 -2.0588
F 6.2533 1.3583 -2.7238
F 7.3698 0.2802 -1.1991
C 6.6509 -0.9330 -3.0731
F 5.7854 -0.8485 -4.0900
F 6.4959 -2.1171 -2.4573
C 8.0920 -0.8935 -3.6618
F 8.4090 0.3462 -4.0517
F 8.1409 -1.7098 -4.7235
F 8.9823 -1.3107 -2.7550
H 2.6259 4.4041 1.8000
H 4.1845 3.8777 1.1565
H 2.7394 3.7990 0.1480
H 1.0235 1.2053 2.2793
H 0.8057 2.9086 1.9592
H 2.1821 1.7351 4.4370
H 0.5309 2.2852 4.2904
H 0.9704 0.4196 0.3957
H 1.0332 2.0782 -0.1470
H 2.2280 0.4509 -2.2353
H 0.8231 -0.3724 -1.6403
H -0.4042 0.8682 -2.9768
H -0.1640 2.2127 -1.8770
C -4.9820 -1.9945 -2.4771
C -3.9466 -1.5744 -3.5178
C -2.5012 -1.9177 -3.1377
O -1.9283 -1.0777 -2.1507
C -2.3081 -1.3666 -0.8190
N -4.1322 -0.1567 -3.8314
H -5.0135 -1.3051 -1.6332
H -5.9746 -2.0015 -2.9264
H -4.7737 -2.9945 -2.0905
H -4.1534 -2.1364 -4.4342
H -1.8716 -1.7890 -4.0216
H -2.4229 -2.9679 -2.8257
H -2.4418 -2.4421 -0.6672
H -3.2306 -0.8566 -0.5353
H -1.5083 -1.0182 -0.1632
H -3.5516 0.1047 -4.6221
H -3.7867 0.3942 -3.0506
C -7.0287 -2.3412 3.7314
C -6.6275 -3.0792 2.4579
C -5.2333 -2.7163 1.9345
O -5.1430 -1.4543 1.3006
C -5.0189 -0.3418 2.1640
N -7.6757 -2.8994 1.4525
H -7.3470 -1.3210 3.5157
H -7.8692 -2.8476 4.2039
H -6.2056 -2.3012 4.4474
H -6.5871 -4.1476 2.6940
H -4.9618 -3.4420 1.1631
H -4.4847 -2.7883 2.7356
H -4.4230 -0.5911 3.0481
H -5.9893 0.0405 2.4883
H -4.5115 0.4462 1.6069
H -7.4963 -3.4977 0.6523
H -7.6188 -1.9506 1.0931
```

Results
Highest occupied orbital energy ... -9.43 eV
Spin multiplicity ... 1
SMILES ... C[C@]1(CCC(F)(F)F)OS(=O)(=O)O[C@]1(CCCI)S(=O)(=O)C(F)(F)C(F)(F)C(F)(F)C(F)(F)F.COC[C@@H](C)N.COC[C@@H](C)N
Kohn-Sham gap ... 9.4 eV
Lowest unoccupied orbital energy ... -0.0404 eV



| no. | calculated total energy (eV) |
| --- | --- |
| 1 | -156167.127 |
| 2 | -104476.393 |
| 3 | -87191.757 |
| 4 | -104083.851 |